# 1
The following is a DFT calculation (wB97M-V/def2-TZVPD) of an isolated ion of composition C6H12NS and charge +1.

```
20
C6H12NS | the Open Molecules 2025 dataset | wB97M-V/def2-TZVPD
C 1.0872 0.5275 -1.0445
C 0.3878 -0.2179 -0.1043
C 0.9315 -1.2649 0.7050
C 2.3203 -1.2463 1.1304
C -1.3463 1.4761 0.5942
C -1.6373 -0.0869 -1.3986
N -1.0703 0.1507 -0.0347
S -0.2711 -2.2518 1.2840
H 0.4738 1.3775 -1.3973
H 2.1032 0.5688 -1.2910
H 2.7132 -0.3285 0.6093
H 2.2175 -1.0119 2.2611
H 2.9485 -2.1697 1.1543
H -0.8734 2.2906 0.0769
H -2.3753 1.5681 0.6827
H -0.8247 1.5289 1.5991
H -1.2216 0.6994 -2.1087
H -1.3320 -0.9781 -1.9687
H -2.6942 -0.0113 -1.3161
H -1.5366 -0.6204 0.5670
```

- energy relative to the best compared isomer or geometry (same formula, charge and spin) (kJ/mol) = 4.0
- charge = +1
- frontier orbital gap (spin up / spin down) (Ha) = 0.3078 / 0.2522
- <S²> = 2.0340
- LUMO energy (spin up / spin down) (eV) = -2.834 / -6.922
- spin multiplicity = 3

Charge distribution, natural (NBO) scheme, values in e: atom 1 (C): -0.380, atom 2 (C): 0.069, atom 3 (C): -0.267, atom 4 (C): -0.655, atom 5 (C): -0.406, atom 6 (C): -0.433, atom 7 (N): -0.394, atom 8 (S): 0.360, atom 9 (H): 0.191, atom 10 (H): 0.240, atom 11 (H): 0.250, atom 12 (H): 0.251, atom 13 (H): 0.272, atom 14 (H): 0.243, atom 15 (H): 0.232, atom 16 (H): 0.249, atom 17 (H): 0.241, atom 18 (H): 0.265, atom 19 (H): 0.228, atom 20 (H): 0.446



# 2
The following is a DFT calculation (wB97M-V/def2-TZVPD) of C34H49N4OPtSi3 as an isolated structure.

```
92
C34H49N4OPtSi3 | the Open Molecules 2025 dataset | wB97M-V/def2-TZVPD
Pt -11.6471 12.2843 8.9121
C -7.7228 14.0138 10.4241
C -9.1782 13.7758 9.9954
N -9.5495 12.7498 9.2209
N -8.5455 11.9637 8.8314
C -9.0445 10.8934 8.1913
O -10.2573 10.6480 7.8963
C -8.0672 9.8869 7.7329
C -8.4949 8.7533 7.0129
C -7.5534 7.8051 6.6072
C -6.2149 7.9558 6.9223
C -5.7857 9.0834 7.6291
C -6.7009 10.0403 8.0312
C -10.2142 14.5465 10.5635
C -10.0379 15.5285 11.5839
C -11.1376 16.1248 12.1518
C -12.4171 15.7589 11.6984
C -12.5218 14.8206 10.6930
N -11.4716 14.2544 10.0917
H -7.0526 13.2903 9.9667
H -7.3863 15.0202 10.1536
H -7.6414 13.9004 11.5117
H -9.5509 8.6182 6.7920
H -7.9005 6.9549 6.0337
H -5.4950 7.1792 6.6669
H -4.7164 9.1973 7.8605
H -6.3912 10.9210 8.5833
H -9.0171 15.7633 11.9091
H -11.0312 16.8624 12.9495
H -13.3165 16.1605 12.1738
H -13.5000 14.4801 10.3420
C -13.0879 16.0662 7.9984
Si -13.5683 14.4181 7.2526
C -14.6079 15.0400 5.8029
C -14.7559 13.4550 8.3525
C -12.0923 13.2025 6.8244
Si -10.5715 14.0094 5.9948
C -8.9943 13.0380 5.6922
C -9.9653 15.5477 6.8720
C -11.1557 14.4855 4.2934
Si -12.7050 11.6403 5.9008
C -11.4217 10.6393 4.9352
C -14.1783 11.7980 4.7426
C -13.2715 10.3493 7.1848
C -13.9134 9.1708 6.7559
C -14.0906 8.1058 7.6303
C -13.6082 8.2491 8.9324
C -13.0225 9.4579 9.3218
N -12.8490 10.5127 8.4758
H -13.8508 16.3629 8.7207
H -13.0467 16.8229 7.2114
H -12.1266 16.0457 8.5132
H -15.4388 15.5677 6.2593
H -15.0332 14.3004 5.1440
H -14.0812 15.7485 5.1670
H -15.4935 14.1780 8.7293
H -14.3417 12.9029 9.2034
H -15.3026 12.7593 7.7099
H -8.2988 13.1156 6.5339
H -8.5239 13.5585 4.8491
H -9.0806 11.9873 5.4128
H -9.9356 15.4762 7.9518
H -10.5648 16.4197 6.5931
H -8.9529 15.7546 6.5141
H -11.4539 13.6271 3.6865
H -10.3335 14.9710 3.7775
H -12.0072 15.1715 4.3231
H -11.0212 11.1412 4.0576
H -11.9345 9.7565 4.5576
H -10.6024 10.2977 5.5645
H -14.0550 12.5925 4.0084
H -15.1172 11.9136 5.2759
H -14.2521 10.8659 4.1809
H -14.2929 9.1094 5.7388
H -14.6137 7.1997 7.3298
H -13.7079 7.4349 9.6499
H -12.6847 9.5940 10.3521
C -13.7930 10.3796 13.4355
C -12.6565 11.4515 13.3611
C -13.1938 12.8221 13.8996
C -11.4154 10.9936 14.1860
C -12.2817 11.6045 11.9579
C -11.9794 11.7896 10.7525
H -14.2105 10.2833 14.4391
H -13.4032 9.4111 13.1366
H -14.6021 10.6377 12.7389
H -13.4840 12.7535 14.9458
H -14.0568 13.1272 13.2965
H -12.4260 13.5849 13.8176
H -11.6579 10.8403 15.2421
H -10.6171 11.7229 14.0969
H -11.0431 10.0553 13.7854
```

- charge = +1
- frontier orbital gap (spin up / spin down) (Ha) = 0.2152 / 0.2043
- <S²> = 6.0537
- LUMO energy (spin up / spin down) (eV) = -2.991 / -5.783
- spin multiplicity = 5

Charge distribution, Mulliken scheme, values in e: atom 1 (Pt): 4.796, atom 2 (C): -1.876, atom 3 (C): 0.770, atom 4 (N): 0.588, atom 5 (N): -1.071, atom 6 (C): -0.510, atom 7 (O): -0.695, atom 8 (C): 0.864, atom 9 (C): -0.242, atom 10 (C): -0.903, atom 11 (C): -0.432, atom 12 (C): -0.763, atom 13 (C): -0.266, atom 14 (C): 0.277, atom 15 (C): -1.107, atom 16 (C): -0.846, atom 17 (C): -1.038, atom 18 (C): -0.377, atom 19 (N): 0.328, atom 20 (H): 0.312, atom 21 (H): 0.373, atom 22 (H): 0.395, atom 23 (H): 0.330, atom 24 (H): 0.416, atom 25 (H): 0.398, atom 26 (H): 0.388, atom 27 (H): 0.408, atom 28 (H): 0.516, atom 29 (H): 0.416, atom 30 (H): 0.503, atom 31 (H): 0.323, atom 32 (C): -1.113, atom 33 (Si): 0.465, atom 34 (C): -1.322, atom 35 (C): -1.210, atom 36 (C): -0.007, atom 37 (Si): 0.094, atom 38 (C): -1.194, atom 39 (C): -1.095, atom 40 (C): -1.122, atom 41 (Si): -0.224, atom 42 (C): -0.733, atom 43 (C): -1.413, atom 44 (C): 0.698, atom 45 (C): -0.880, atom 46 (C): -0.541, atom 47 (C): -0.969, atom 48 (C): -0.130, atom 49 (N): -0.051, atom 50 (H): 0.428, atom 51 (H): 0.525, atom 52 (H): 0.235, atom 53 (H): 0.402, atom 54 (H): 0.415, atom 55 (H): 0.382, atom 56 (H): 0.564, atom 57 (H): 0.231, atom 58 (H): 0.283, atom 59 (H): 0.353, atom 60 (H): 0.600, atom 61 (H): 0.314, atom 62 (H): 0.179, atom 63 (H): 0.401, atom 64 (H): 0.473, atom 65 (H): 0.260, atom 66 (H): 0.444, atom 67 (H): 0.270, atom 68 (H): 0.389, atom 69 (H): 0.390, atom 70 (H): -0.186, atom 71 (H): 0.420, atom 72 (H): 0.397, atom 73 (H): 0.431, atom 74 (H): 0.383, atom 75 (H): 0.457, atom 76 (H): 0.458, atom 77 (H): 0.319, atom 78 (C): -1.519, atom 79 (C): 1.856, atom 80 (C): -1.498, atom 81 (C): -1.656, atom 82 (C): -0.376, atom 83 (C): -0.805, atom 84 (H): 0.392, atom 85 (H): 0.365, atom 86 (H): 0.344, atom 87 (H): 0.462, atom 88 (H): 0.306, atom 89 (H): 0.266, atom 90 (H): 0.395, atom 91 (H): 0.351, atom 92 (H): 0.371



# 3
The following is a DFT calculation (wB97M-V/def2-TZVPD) of an isolated ion of composition C5H10N and charge +1.

```
16
C5H10N | the Open Molecules 2025 dataset | wB97M-V/def2-TZVPD
C 0.2670 -0.9977 0.2614
C 0.9401 -2.0672 0.5577
C -0.7667 0.0321 0.4150
C -2.1804 0.2699 -0.1609
C 1.5032 1.2256 -0.3233
N 0.3395 0.2932 -0.5166
H 1.9827 -2.3791 0.1026
H 0.5009 -2.7727 1.2052
H -0.7282 0.6641 1.4028
H -2.7995 0.0874 0.6721
H -2.3879 -0.4285 -0.9443
H -2.1520 1.2975 -0.3614
H 2.1987 0.8236 0.3835
H 2.1442 1.4210 -1.2094
H 1.0985 2.2002 0.0378
H 0.0397 0.3305 -1.5221
```

- energy relative to the best compared isomer or geometry (same formula, charge and spin) (kJ/mol) = 234.8
- charge = +1
- frontier orbital gap (Ha) = 0.4404
- SMILES = C=C1[C@H](C)[N@H+]1C
- LUMO energy (eV) = -3.338
- spin multiplicity = 1

Charge distribution, natural (NBO) scheme, values in e: atom 1 (C): 0.139, atom 2 (C): -0.327, atom 3 (C): -0.047, atom 4 (C): -0.601, atom 5 (C): -0.434, atom 6 (N): -0.397, atom 7 (H): 0.264, atom 8 (H): 0.255, atom 9 (H): 0.252, atom 10 (H): 0.249, atom 11 (H): 0.235, atom 12 (H): 0.234, atom 13 (H): 0.237, atom 14 (H): 0.256, atom 15 (H): 0.236, atom 16 (H): 0.449



# 4
The following is a DFT calculation (wB97M-V/def2-TZVPD) of one molecule with the formula C5H7NO.

```
14
C5H7NO | the Open Molecules 2025 dataset | wB97M-V/def2-TZVPD
C -1.8173 0.2550 0.2310
C -0.4187 0.3234 -0.3727
C 0.6565 1.0291 0.4130
C 1.7474 0.2620 0.4379
N 1.5225 -0.9513 -0.2319
C 0.2012 -1.0561 -0.6227
O -0.3311 -2.0458 -1.0766
H -2.2573 1.2556 0.2896
H -1.7972 -0.1722 1.2385
H -2.4587 -0.3703 -0.3971
H -0.4916 0.7892 -1.3681
H 0.5624 2.0129 0.8502
H 2.7189 0.4594 0.8734
H 2.1398 -1.7467 -0.2239
```

- energy relative to the best compared isomer or geometry (same formula, charge and spin) (kJ/mol) = 8.9
- frontier orbital gap (Ha) = 0.3534
- SMILES = C[C@H]1C=CNC1=O
- LUMO energy (eV) = 0.934
- spin multiplicity = 1

Charge distribution, natural (NBO) scheme, values in e: atom 1 (C): -0.593, atom 2 (C): -0.355, atom 3 (C): -0.259, atom 4 (C): -0.013, atom 5 (N): -0.627, atom 6 (C): 0.688, atom 7 (O): -0.590, atom 8 (H): 0.211, atom 9 (H): 0.212, atom 10 (H): 0.231, atom 11 (H): 0.242, atom 12 (H): 0.223, atom 13 (H): 0.216, atom 14 (H): 0.415



# 5
The following is a DFT calculation (wB97M-V/def2-TZVPD) of a 5-piece molecular cluster, C33H63F2N4O8S overall.

```
111
C33H63F2N4O8S | the Open Molecules 2025 dataset | wB97M-V/def2-TZVPD
C 4.1456 -1.8305 -0.9785
C 4.5557 -0.2955 -1.4982
O 3.9315 0.6927 -0.6037
C 3.2774 1.7840 -1.3434
C 1.9271 2.2741 -0.4894
C 0.5992 2.3896 -1.4807
C 0.1899 3.8969 -1.9783
C -1.1361 3.9688 -2.9842
C -1.5306 5.4696 -3.5379
C -0.4934 5.7910 -4.8050
O 0.8074 5.4338 -4.7509
F -1.1011 6.4577 -6.0092
C -1.9735 2.5738 -3.3742
C -3.2866 2.8417 -4.3425
C -4.6820 3.1332 -3.5104
S -4.5252 4.3665 -2.1144
C -3.7826 3.6198 -0.5678
N -4.1472 2.4198 0.2772
N -3.1736 2.5102 1.2986
C -2.1998 3.6762 1.1643
O -2.6201 4.3960 -0.0523
N -1.5408 1.1788 -2.8719
C -2.3320 -0.0714 -3.3114
F -3.8031 0.0510 -2.9869
C -2.0828 -0.4234 -4.9283
C -3.4598 -0.8189 -5.7257
C -0.2896 1.0660 -1.9780
C 0.3148 -0.3728 -1.4136
C -0.2903 -0.7018 0.0833
O -1.4504 0.1842 0.2769
C -0.7595 -2.2568 0.3060
N -0.4093 -2.6566 1.7549
H 3.5202 -2.4238 -1.8031
H 3.5396 -1.7657 0.0217
H 5.1051 -2.5011 -0.7789
H 4.3032 -0.1554 -2.6390
H 5.7470 -0.2591 -1.4307
H 4.0183 2.6822 -1.5324
H 2.8575 1.4624 -2.4068
H 1.7459 1.4114 0.3110
H 2.1460 3.3085 0.0195
H 0.8008 4.8392 -1.6487
H -1.3190 6.2874 -2.7131
H -2.6286 5.5750 -3.9277
H -3.1452 3.7857 -5.0601
H -3.5301 1.9446 -5.0722
H -5.4278 3.6195 -4.3059
H -5.2224 2.1742 -3.1149
H -1.3179 4.0340 1.8465
H -1.9983 -1.0483 -2.7491
H -1.1953 -1.1874 -5.0889
H -1.7029 0.6040 -5.4006
H -3.9777 0.1382 -6.2133
H -4.2192 -1.4721 -5.1107
H -3.1351 -1.4874 -6.6596
H 1.4948 -0.3624 -1.2937
H 0.0840 -1.2823 -2.1400
H 0.5342 -0.4306 0.8708
H -2.0225 -0.1018 1.0529
H -0.1544 -2.9597 -0.4080
H -1.9361 -2.3456 0.1634
H -1.0485 -2.0930 2.3855
H 0.5686 -2.3481 1.9854
C 5.1828 -4.3218 -4.7382
C 3.8029 -3.8954 -5.2135
C 3.7883 -3.6366 -6.7117
O 3.4121 -2.7099 -4.5256
H 5.9239 -3.5385 -4.9333
H 5.1814 -4.4925 -3.6564
H 5.5058 -5.2406 -5.2376
H 3.0721 -4.6733 -4.9672
H 4.4800 -2.8291 -6.9767
H 2.7920 -3.3187 -7.0374
H 4.0695 -4.5349 -7.2701
H 4.0554 -2.0136 -4.7386
C -6.6714 3.7941 4.1985
C -5.5114 4.7372 4.4751
C -5.1181 5.5127 3.2279
O -4.3918 3.9860 4.9368
H -6.4021 3.0548 3.4357
H -6.9355 3.2336 5.1017
H -7.5540 4.3435 3.8564
H -5.7877 5.4367 5.2716
H -4.7938 4.8344 2.4307
H -4.2743 6.1783 3.4389
H -5.9542 6.1136 2.8567
H -4.1394 3.3622 4.2359
C 2.7722 -5.8637 3.5678
C 1.9964 -4.9771 4.5290
C 1.2119 -5.8041 5.5351
O 1.0972 -4.1539 3.7908
H 2.0950 -6.5056 2.9932
H 3.3221 -5.2553 2.8418
H 3.4845 -6.4986 4.1039
H 2.6889 -4.3136 5.0581
H 0.4794 -6.4439 5.0303
H 0.6488 -5.1531 6.2125
H 1.8774 -6.4372 6.1302
H 0.4784 -4.7347 3.3177
C 3.8587 -1.2744 8.0103
C 2.9320 -2.3068 7.3883
C 1.6936 -1.6540 6.7951
O 2.5388 -3.2486 8.3832
H 3.3589 -0.7399 8.8261
H 4.7395 -1.7597 8.4442
H 4.1918 -0.5439 7.2665
H 3.4668 -2.8587 6.6078
H 1.1170 -1.1331 7.5678
H 1.0301 -2.4103 6.3621
H 1.9618 -0.9349 6.0149
H 2.0630 -2.7675 9.0804
```

- charge = +1
- frontier orbital gap (Ha) = 0.2512
- LUMO energy (eV) = -4.608
- spin multiplicity = 1

Results of the Mulliken charge analysis, in e, for atoms 1 through 99: atom 1 (C): -0.636, atom 2 (C): -0.209, atom 3 (O): -0.383, atom 4 (C): -0.366, atom 5 (C): -0.663, atom 6 (C): 0.249, atom 7 (C): -0.843, atom 8 (C): 0.238, atom 9 (C): -0.996, atom 10 (C): 0.620, atom 11 (O): -0.438, atom 12 (F): -0.254, atom 13 (C): 0.393, atom 14 (C): -0.150, atom 15 (C): -0.604, atom 16 (S): -0.125, atom 17 (C): 0.341, atom 18 (N): -0.282, atom 19 (N): -0.137, atom 20 (C): 0.063, atom 21 (O): -0.218, atom 22 (N): 0.642, atom 23 (C): 0.124, atom 24 (F): -0.361, atom 25 (C): -0.356, atom 26 (C): -0.927, atom 27 (C): 0.482, atom 28 (C): -0.440, atom 29 (C): 0.474, atom 30 (O): -0.382, atom 31 (C): -0.756, atom 32 (N): -0.398, atom 33 (H): 0.101, atom 34 (H): 0.188, atom 35 (H): 0.294, atom 36 (H): 0.163, atom 37 (H): 0.331, atom 38 (H): 0.317, atom 39 (H): 0.227, atom 40 (H): 0.035, atom 41 (H): 0.475, atom 42 (H): 0.275, atom 43 (H): 0.406, atom 44 (H): 0.202, atom 45 (H): 0.464, atom 46 (H): -0.337, atom 47 (H): 0.393, atom 48 (H): 0.332, atom 49 (H): 0.254, atom 50 (H): 0.187, atom 51 (H): 0.388, atom 52 (H): 0.209, atom 53 (H): 0.257, atom 54 (H): 0.251, atom 55 (H): 0.330, atom 56 (H): -0.448, atom 57 (H): 0.501, atom 58 (H): 0.186, atom 59 (H): 0.310, atom 60 (H): 0.271, atom 61 (H): 0.306, atom 62 (H): 0.252, atom 63 (H): 0.207, atom 64 (C): -1.251, atom 65 (C): 0.361, atom 66 (C): -1.280, atom 67 (O): -0.444, atom 68 (H): 0.327, atom 69 (H): 0.298, atom 70 (H): 0.391, atom 71 (H): 0.263, atom 72 (H): 0.348, atom 73 (H): 0.304, atom 74 (H): 0.384, atom 75 (H): 0.301, atom 76 (C): -1.159, atom 77 (C): 0.287, atom 78 (C): -0.720, atom 79 (O): -0.558, atom 80 (H): 0.265, atom 81 (H): 0.319, atom 82 (H): 0.356, atom 83 (H): 0.307, atom 84 (H): -0.109, atom 85 (H): 0.297, atom 86 (H): 0.394, atom 87 (H): 0.335, atom 88 (C): -1.450, atom 89 (C): 0.884, atom 90 (C): -1.221, atom 91 (O): -0.397, atom 92 (H): 0.373, atom 93 (H): 0.316, atom 94 (H): 0.401, atom 95 (H): -0.300, atom 96 (H): 0.390, atom 97 (H): 0.275, atom 98 (H): 0.373, atom 99 (H): 0.314



# 6
The following is a DFT calculation (wB97M-V/def2-TZVPD) of one molecule with the formula CHF2NO2S.

```
8
CHF2NO2S | the Open Molecules 2025 dataset | wB97M-V/def2-TZVPD
C -1.1436 0.2980 -0.3202
N 1.8064 -0.7884 0.8832
O -1.8474 0.5337 0.5739
O 0.4636 0.9663 -0.2376
F -1.4571 0.7777 -1.5394
F -0.5727 -0.8541 -0.5382
S 1.7773 0.3885 -0.0018
H 0.9735 -1.3216 1.1802
```

- energy relative to the best compared isomer or geometry (same formula, charge and spin) (kJ/mol) = 132.6
- frontier orbital gap (Ha) = 0.3596
- LUMO energy (eV) = -1.680
- spin multiplicity = 1

Charge distribution, natural (NBO) scheme, values in e: atom 1 (C): 1.113, atom 2 (N): -0.934, atom 3 (O): -0.610, atom 4 (O): -0.837, atom 5 (F): -0.346, atom 6 (F): -0.358, atom 7 (S): 1.546, atom 8 (H): 0.426



One value per record, in order, for F_max: 3.4, 4.5, 3.5, 0.4, 10.2, 3.4 eV Å⁻¹.